1.
Entry from the OMol25 dataset: a structure of composition C5H15PSi (ωB97M-V with the def2-TZVPD basis set).

The geometry in XYZ format:
```
22
Properties=species:S:1:pos:R:3
C 1.82 -1.67 0.26
C 1.08 1.95 0.66
C -0.71 0.20 -2.12
C 0.44 -1.55 0.82
C -0.41 1.75 0.67
Si -0.89 0.15 -0.20
P -2.87 -0.91 0.52
H 1.79 -1.93 -0.76
H 2.48 -0.88 0.61
H 2.40 -2.51 0.71
H 1.70 1.18 1.02
H 1.46 2.34 -0.25
H 1.16 2.80 1.38
H -0.24 1.23 -2.20
H -0.09 -0.59 -2.40
H -1.74 0.07 -2.47
H 0.34 -1.07 1.86
H -0.07 -2.48 0.81
H -0.79 2.55 0.12
H -0.61 1.89 1.66
H -3.82 -0.49 -0.36
H -2.43 -2.02 -0.34
```

Calculated values
- largest force on an atom (eV/A) = 4.149
- multiplicity = 1
- gap between HOMO and LUMO (hartree) = 0.3405
- highest occupied orbital energy (eV) = -8.38
- LUMO level (eV) = 0.890
- ΔE to the lowest compared entry with this formula, charge and spin (kcal per mole) = 37.1
- DFT total energy (eV) = -22592.6642

Löwdin population analysis, charges in e, atoms 1 to 2:
1. C -0.222
2. C -0.172

=====

2.
Entry from the OMol25 dataset: a structure of composition C5H16BCuNSi (ωB97M-V with the def2-TZVPD basis set).

The geometry in XYZ format:
```
25
Properties=species:S:1:pos:R:3
C -0.03 3.34 0.80
C -0.96 2.45 -0.02
N -0.21 1.64 -1.01
B -0.70 0.32 -1.28
Si 0.21 -1.30 -0.43
C -0.88 -2.81 -0.53
C 0.60 -1.05 1.43
C 1.86 -1.41 -1.34
H 0.37 2.82 1.66
H -0.55 4.24 1.10
H 0.81 3.63 0.18
H -1.65 3.08 -0.59
H -1.57 1.81 0.62
H 0.79 1.66 -0.82
H -1.58 0.08 -2.04
H -1.75 -2.64 0.12
H -1.26 -2.99 -1.53
H -0.38 -3.69 -0.15
H 1.50 -1.62 1.63
H 0.78 -0.02 1.70
H -0.15 -1.53 2.10
H 1.82 -2.09 -2.19
H 2.63 -1.70 -0.63
H 2.14 -0.44 -1.73
Cu -1.83 -1.78 2.93
```

Calculated values
- largest force on an atom (eV/A) = 2.355
- multiplicity = 2
- gap between HOMO and LUMO (alpha / beta) (hartree) = 0.2791 / 0.2810
- highest occupied orbital energy (alpha / beta) (eV) = -17.40 / -18.17
- LUMO level (alpha / beta) (eV) = -9.800 / -10.525
- DFT total energy (eV) = -60108.5168
- total charge = +2

Löwdin population analysis, charges in e, atoms 1 to 2:
1. C -0.042
2. C -0.199

=====

3.
Entry from the OMol25 dataset: a cluster of 2 separate species, C5H16ClNSi2 in total (ωB97M-V with the def2-TZVPD basis set).

The geometry in XYZ format:
```
25
Properties=species:S:1:pos:R:3
C 0.80 -1.94 1.21
C -2.77 -1.78 -0.61
C 0.09 0.74 -1.68
C 0.20 2.56 1.02
C 2.68 0.91 0.05
N 0.36 -0.55 1.08
Si -2.85 -0.33 0.66
Si 0.72 0.85 0.20
Cl -3.49 1.44 0.10
H 0.03 -2.47 0.61
H 1.82 -1.97 0.97
H 0.62 -2.35 2.25
H -2.16 -2.62 -0.17
H -3.73 -2.05 -0.82
H -2.13 -1.41 -1.53
H 0.90 0.14 -2.23
H -0.79 0.22 -1.70
H -0.01 1.75 -2.18
H -0.93 2.50 1.07
H 0.58 2.58 1.98
H 0.68 3.27 0.37
H 3.03 -0.08 -0.08
H 2.95 1.38 -0.99
H 3.00 1.39 0.96
H -3.68 -0.57 1.80
```

Calculated values
- largest force on an atom (eV/A) = 5.500
- multiplicity = 1
- gap between HOMO and LUMO (alpha / beta) (hartree) = 0.2229 / 0.2230
- highest occupied orbital energy (alpha / beta) (eV) = -7.59 / -7.59
- LUMO level (alpha / beta) (eV) = -1.521 / -1.521
- DFT total energy (eV) = -35209.8057

Löwdin population analysis, charges in e, atoms 1 to 2:
1. C -0.218
2. C -0.252

=====

4.
Entry from the OMol25 dataset: a cluster of 2 separate species, C5H16N2 in total (ωB97M-V with the def2-TZVPD basis set).

The geometry in XYZ format:
```
23
Properties=species:S:1:pos:R:3
C 0.90 -2.42 0.74
N 0.44 -1.94 2.04
C 0.88 -0.53 2.23
H 0.45 -1.82 -0.11
H 2.00 -2.45 0.80
H 0.63 -3.47 0.57
H 0.94 -2.51 2.72
H 1.94 -0.28 1.92
H 0.72 -0.22 3.26
H 0.14 0.08 1.64
C 0.12 2.24 -0.80
N -0.36 0.84 -0.90
C -1.81 0.80 -0.48
C -0.32 0.45 -2.32
H 0.04 2.52 0.27
H -0.40 3.03 -1.32
H 1.20 2.24 -1.03
H -2.28 -0.23 -0.55
H -1.91 1.06 0.58
H -2.45 1.53 -1.14
H -0.76 -0.56 -2.47
H 0.72 0.44 -2.70
H -0.83 1.19 -2.96
```

Calculated values
- largest force on an atom (eV/A) = 2.517
- multiplicity = 1
- gap between HOMO and LUMO (hartree) = 0.3586
- highest occupied orbital energy (eV) = -8.73
- LUMO level (eV) = 1.027
- ΔE to the lowest compared entry with this formula, charge and spin (kcal per mole) = 39.5
- DFT total energy (eV) = -8423.1866

Löwdin population analysis, charges in e, atoms 1 to 2:
1. C -0.171
2. N -0.195

=====

5.
Entry from the OMol25 dataset: a cluster of 2 separate species, C5H16N2O in total (ωB97M-V with the def2-TZVPD basis set).

The geometry in XYZ format:
```
24
Properties=species:S:1:pos:R:3
N 0.76 1.32 -3.25
C 1.08 0.59 -2.00
C -0.15 0.12 -1.17
N 0.58 -0.49 -0.02
C -0.21 -1.34 0.92
C -0.27 -0.49 2.33
C 0.95 -0.94 3.16
H 0.51 0.65 -3.89
H 0.21 2.16 -3.20
H 1.71 1.47 -1.40
H 1.70 -0.29 -2.20
H -0.86 -0.60 -1.70
H -0.69 1.18 -0.77
H 1.13 0.17 0.34
H -1.14 -1.59 0.55
H 0.49 -2.19 1.01
H -0.04 0.71 2.28
H -1.20 -0.84 2.74
H 1.17 -0.16 3.93
H 0.65 -1.98 3.60
H 1.73 -0.81 2.48
H -2.10 0.55 -1.13
H -3.30 1.63 -0.93
O -2.70 1.17 -1.67
```

Calculated values
- largest force on an atom (eV/A) = 6.765
- multiplicity = 1
- gap between HOMO and LUMO (hartree) = 0.3319
- highest occupied orbital energy (eV) = -8.24
- LUMO level (eV) = 0.786
- ΔE to the lowest compared entry with this formula, charge and spin (kcal per mole) = 92.9
- DFT total energy (eV) = -10468.4918

Löwdin population analysis, charges in e, atoms 1 to 2:
1. N -0.016
2. C -0.275

=====

6.
Entry from the OMol25 dataset: a cluster of 2 separate species, C5H16N2O in total (ωB97M-V with the def2-TZVPD basis set).

The geometry in XYZ format:
```
24
Properties=species:S:1:pos:R:3
C -0.42 -0.41 2.89
C 0.61 -0.10 1.76
N 0.00 -0.74 0.51
C 1.97 -0.79 -1.28
C 0.66 -0.21 -0.72
C -0.50 -0.21 -1.76
N -0.63 1.01 -2.55
H -1.26 -0.94 2.44
H -0.62 0.64 3.21
H -0.04 -0.81 3.83
H 0.78 0.86 1.32
H 1.52 -0.63 2.05
H -0.04 -1.75 0.51
H 2.66 -0.97 -0.45
H 1.82 -1.65 -1.92
H 2.60 -0.08 -1.81
H 0.95 0.82 -0.53
H -0.34 -0.99 -2.56
H -1.48 -0.54 -1.38
H -0.96 1.79 -2.01
H 0.01 1.23 -3.28
H -1.69 1.24 0.73
H -3.02 1.60 0.07
O -2.57 1.62 0.92
```

Calculated values
- largest force on an atom (eV/A) = 4.274
- multiplicity = 1
- gap between HOMO and LUMO (hartree) = 0.3529
- highest occupied orbital energy (eV) = -8.66
- LUMO level (eV) = 0.945
- ΔE to the lowest compared entry with this formula, charge and spin (kcal per mole) = 44.3
- DFT total energy (eV) = -10470.6011

Löwdin population analysis, charges in e, atoms 1 to 2:
1. C -0.090
2. C -0.234